Entry 1:
Below is a cluster of 20 separate species, H39O20 in total, with properties calculated with wB97M-V/def2-TZVPD.

The geometry in XYZ format:
```
59
Properties=species:S:1:pos:R:3:forces:R:3:mulliken_charge:R:1
O 1.782 1.986 -2.149 -0.90 -4.19 2.86 -0.66
H -0.241 0.921 1.378 -3.12 3.40 -0.76 0.24
O -6.012 -0.351 -0.181 3.52 -0.83 -1.60 -0.65
H -5.536 -0.979 -0.811 -1.90 0.24 0.75 0.35
H -5.130 0.123 -0.120 -1.65 0.76 0.84 0.32
O 4.456 -0.824 -2.035 -1.62 -2.81 2.64 -0.55
H 0.378 -0.765 -3.230 2.98 0.25 -1.01 0.23
H 4.960 -0.465 -2.664 4.27 0.77 -4.74 0.23
O 0.728 1.614 2.909 5.90 -2.61 -0.47 -0.59
H 0.636 0.716 2.462 0.85 2.23 1.96 -0.15
H -1.289 0.957 -1.108 0.67 7.93 -6.07 0.32
O -1.373 0.277 -0.626 0.37 -8.20 5.54 -1.04
H 2.990 -1.886 -2.832 0.71 2.33 0.01 0.34
H 4.121 0.012 -1.864 -2.36 2.69 2.07 0.29
O -1.870 -3.655 -2.950 -2.88 -2.89 -1.77 -0.61
H 1.286 2.473 -2.764 -1.36 1.03 -1.22 0.31
H 1.095 1.254 -1.738 2.33 3.05 -1.55 0.25
O 3.754 -0.895 0.632 -1.75 -0.82 3.15 -0.71
H 1.187 -2.516 1.632 0.22 1.12 -0.01 0.31
H 3.172 -1.676 1.023 2.70 1.94 -1.58 0.55
O -4.439 2.018 1.500 -1.68 4.12 -2.11 -0.64
H 4.399 -1.277 0.075 1.08 -0.80 -0.98 0.32
H -0.337 -2.735 -0.732 -0.63 -2.72 0.92 0.36
O -0.778 -0.015 3.822 1.41 -0.82 -0.44 -0.48
H -0.713 -0.371 2.899 -1.46 0.06 1.73 0.35
H -1.605 0.022 4.271 -1.22 -0.54 -0.54 0.25
O -0.987 1.699 1.325 1.15 -3.09 -0.31 -0.70
H -1.289 1.322 0.401 -0.36 -0.79 0.58 0.52
H -1.294 -4.043 -0.245 1.18 1.00 -0.43 0.31
O 2.840 -2.779 -2.669 -0.85 -3.63 0.59 -0.64
H -0.095 1.946 3.020 -4.05 0.96 0.51 0.49
H 3.052 -2.952 -1.730 0.87 0.19 -1.40 0.34
O 2.365 3.273 1.727 1.54 0.35 0.26 -0.59
H 2.166 -0.874 -0.452 1.76 1.93 -1.30 0.24
H -1.404 -3.404 -2.226 2.24 0.78 3.54 0.31
O 1.491 -2.475 5.328 -1.96 -2.13 1.98 -0.61
H 1.802 -2.098 4.565 1.90 2.19 -2.94 0.32
H -4.216 2.998 1.150 -0.42 -3.73 1.43 0.34
O -0.438 -0.754 -2.832 -2.93 -1.22 -0.59 -0.56
H -3.705 1.647 1.923 2.15 -0.39 0.85 0.29
H -0.523 -0.217 -2.047 -0.11 0.21 1.44 0.16
O -2.077 3.344 -2.612 1.73 -1.26 -1.21 -0.58
H -2.221 2.737 -3.376 -0.50 0.83 0.69 0.33
H -1.377 2.789 -2.175 -0.87 1.30 0.16 0.15
O -3.324 1.583 -1.284 0.11 -1.31 2.17 -0.62
H -2.918 2.050 -0.443 -1.42 -1.83 -2.66 0.34
H 1.800 3.254 2.494 -0.21 -0.53 0.40 0.30
O 1.782 -1.702 -0.389 -3.27 -5.27 -0.58 -0.35
H -3.071 0.563 -1.186 -0.07 3.20 0.31 0.34
H 1.950 -2.476 -1.028 -0.77 3.14 0.99 0.15
O -0.390 -3.762 -0.539 -0.35 2.15 -0.07 -0.77
H -1.632 -3.011 -3.555 0.51 2.07 -2.12 0.32
H 1.786 3.554 1.045 -0.45 0.52 -0.69 0.23
O -0.166 3.377 -0.267 -0.65 -0.45 2.39 -0.64
H -0.469 2.892 0.678 0.39 0.77 -2.63 0.45
H 0.770 3.364 -0.078 0.32 0.00 -0.96 0.29
O 1.424 -1.727 2.164 0.07 -0.16 0.55 -0.56
H 1.989 -1.139 1.625 -1.22 -0.49 0.52 0.12
H 0.756 -2.942 4.888 0.03 0.00 0.90 0.30
```
Positions in Å, forces in eV/Å.

Results
Charge   -1
Orbital gap   8.2 eV
Relative energy (zero: lowest compared OMol25 entry of this formula, charge and spin)   265.4 kcal per mole

---

Entry 2:
Below is a structure of composition H3IN2, with properties calculated with wB97M-V/def2-TZVPD.

The geometry in XYZ format:
```
6
Properties=species:S:1:pos:R:3:forces:R:3:mulliken_charge:R:1
N 0.801 0.083 -0.245 -0.18 -0.05 2.19 -0.14
N -0.301 -0.616 -0.253 -0.25 2.21 -3.06 -0.37
I -2.514 0.805 0.462 1.37 -0.89 -0.24 -0.27
H 1.080 0.532 -1.083 -0.17 0.73 -0.59 0.24
H 1.142 0.455 0.670 0.01 -0.44 -1.26 0.25
H -0.208 -1.260 0.450 -0.78 -1.56 2.96 0.28
```
Positions in Å, forces in eV/Å.

Results
Orbital gap (alpha / beta)   7.1 / 7.1 eV
Relative energy (zero: lowest compared OMol25 entry of this formula, charge and spin)   15.2 kcal per mole

---

Entry 3:
Below is a structure of composition H3InNO6PS2, with properties calculated with wB97M-V/def2-TZVPD.

The geometry in XYZ format:
```
14
Properties=species:S:1:pos:R:3:forces:R:3:mulliken_charge:R:1
O -1.488 0.905 -2.311 2.14 -1.37 2.15 -0.49
S -0.662 -0.179 -1.736 -1.84 -0.91 -5.18 0.95
O -0.488 -1.355 -2.600 0.08 2.10 2.84 -0.45
N 0.940 0.442 -1.407 -1.71 -0.22 3.90 -0.09
S 0.910 0.884 0.232 2.25 6.78 -4.53 0.83
O 2.049 1.740 0.580 -1.92 -2.90 -0.34 -0.48
O -0.389 1.684 0.515 1.43 -4.04 0.92 -0.43
P 0.952 -0.838 1.604 -0.60 -4.84 2.08 0.80
O 1.454 -2.223 0.879 -1.48 3.30 1.22 -0.33
O -0.466 -1.034 2.432 2.45 0.32 -2.74 -0.33
H -1.227 -0.552 -0.515 0.51 0.24 -0.54 0.25
H 0.826 -2.562 0.203 0.15 -0.64 0.14 0.41
H -1.087 -0.353 2.094 -0.37 0.05 0.79 0.40
In -1.325 3.442 0.031 -1.06 2.15 -0.72 0.95
```
Positions in Å, forces in eV/Å.

Results
Charge   +2
Orbital gap   4.3 eV

---

What did the second record say?
Below is a structure of composition H3IN2, with properties calculated with wB97M-V/def2-TZVPD.

The geometry in XYZ format:
```
6
Properties=species:S:1:pos:R:3:forces:R:3:mulliken_charge:R:1
N 0.801 0.083 -0.245 -0.18 -0.05 2.19 -0.14
N -0.301 -0.616 -0.253 -0.25 2.21 -3.06 -0.37
I -2.514 0.805 0.462 1.37 -0.89 -0.24 -0.27
H 1.080 0.532 -1.083 -0.17 0.73 -0.59 0.24
H 1.142 0.455 0.670 0.01 -0.44 -1.26 0.25
H -0.208 -1.260 0.450 -0.78 -1.56 2.96 0.28
```
Positions in Å, forces in eV/Å.

Results
Orbital gap (alpha / beta)   7.1 / 7.1 eV
Relative energy (zero: lowest compared OMol25 entry of this formula, charge and spin)   15.2 kcal per mole

---

> What is the formula in the third record?

H3InNO6PS2